No. 1
17
Properties=species:S:1:pos:R:3:forces:R:3:mulliken_charge:R:1 method="wB97M-V/def2-TZVPD" mol_weight_da=194.24 energy_ha=-1287.4931 de_lowest_kcal_mol=60.3 lumo_energy_ev=0.18 e_homo_ev=-8.679
C -2.148 0.192 0.411 3.08 -1.07 -4.11 -0.583
C -1.668 -0.246 -0.838 -1.30 0.13 2.63 -0.215
C -1.370 -0.026 1.579 -0.87 -0.91 0.23 0.073
C 0.584 -0.647 -0.010 -1.63 -0.06 3.17 0.004
N -0.244 -0.541 1.798 2.11 0.12 -3.14 -0.531
N -0.451 -0.845 -0.996 1.97 2.03 3.53 -0.141
O 1.538 1.064 -1.674 0.45 0.24 0.70 -0.486
O 0.332 2.018 0.261 0.29 -0.40 0.02 -0.539
O 2.608 0.993 0.482 0.10 0.40 0.80 -0.709
S 1.947 -1.840 0.132 0.33 1.66 1.19 -0.250
S 1.283 1.007 -0.060 -0.11 0.52 -1.86 1.304
H -3.126 0.486 0.559 -1.72 0.90 -0.20 0.477
H -2.251 -0.237 -1.733 -0.51 -0.05 -0.24 0.418
H -2.053 0.045 2.396 -0.06 0.07 1.50 0.395
H -0.210 -1.553 -1.594 -0.12 -1.71 -2.28 0.188
H 2.515 1.043 -1.741 -0.52 -0.01 -0.21 0.356
H 2.715 -0.912 1.029 -1.49 -1.86 -1.73 0.240

***

No. 2
14
Properties=species:S:1:pos:R:3:forces:R:3:mulliken_charge:R:1 method="wB97M-V/def2-TZVPD" mol_weight_da=109.24 total_charge=-1 energy_ha=-916.0936 de_lowest_kcal_mol=13.2 lumo_energy_ev=3.68 e_homo_ev=-2.693
C -2.005 0.144 1.288 0.71 0.44 -0.28 -0.653
S -0.984 1.450 2.045 -0.23 0.13 0.30 -0.279
H -1.655 -0.849 1.564 -0.07 -0.02 0.05 0.216
H -1.832 0.301 0.224 -0.26 -0.30 -0.15 0.164
H -3.049 0.274 1.530 -0.26 -0.02 0.05 0.292
C 0.789 -1.015 -1.215 -0.53 0.08 1.14 -0.850
C 1.726 0.062 -0.679 0.29 0.16 -0.33 -0.457
S 1.062 1.749 -0.739 -0.20 0.25 -0.17 -0.638
H 0.046 -1.269 -0.444 0.17 -0.03 -0.01 0.066
H 0.173 -0.629 -2.024 0.39 -0.13 -0.47 0.273
H 1.345 -1.929 -1.433 -0.14 -0.09 -0.39 0.364
H 2.626 0.052 -1.293 0.16 0.04 -0.18 0.237
H 2.090 -0.187 0.320 -0.25 -0.10 0.20 0.249
H -0.332 1.845 0.856 0.21 -0.41 0.24 0.014

***

No. 3
110
Properties=species:S:1:pos:R:3:forces:R:3:mulliken_charge:R:1 method="wB97M-V/def2-TZVPD" mol_weight_da=1216.55 total_charge=-2 energy_ha=-9565.2041 de_lowest_kcal_mol=0.0 lumo_energy_ev=3.20 e_homo_ev=-0.032
Tl -0.326 -0.091 -1.105 -0.06 0.03 0.01 0.390
C -0.282 -3.075 2.402 0.06 -0.01 0.01 -1.321
C 0.842 -2.082 2.709 -0.06 -0.09 -0.03 -1.081
S 1.663 -1.273 1.311 -0.02 0.12 -0.12 0.558
C 2.817 -2.529 0.715 -0.12 -0.12 -0.01 -1.035
C 2.240 -3.609 -0.201 0.03 0.00 0.05 -0.736
S 1.608 -2.882 -1.741 -0.02 -0.05 0.09 0.588
C 0.708 -4.301 -2.436 0.04 0.02 -0.01 -1.362
C -0.650 -3.923 -3.018 0.01 0.00 -0.03 -0.264
S -1.989 -3.468 -1.874 0.08 0.11 0.02 -0.066
C -1.653 -4.404 -0.364 0.00 0.00 -0.01 1.037
C -2.424 -3.752 0.787 0.04 -0.02 0.06 -1.478
S -1.626 -2.284 1.478 0.01 0.04 0.00 0.656
H -0.673 -3.454 3.350 0.01 0.00 0.00 0.613
H 0.105 -3.928 1.840 -0.02 0.04 0.00 0.455
H 1.607 -2.567 3.319 -0.03 -0.01 0.02 0.724
H 0.438 -1.255 3.297 -0.04 0.06 -0.03 0.077
H 3.306 -3.000 1.573 -0.02 -0.03 -0.01 0.554
H 3.580 -1.968 0.175 0.01 0.02 -0.01 0.091
H 1.425 -4.136 0.298 0.04 0.02 -0.01 0.066
H 3.025 -4.338 -0.426 -0.01 0.01 -0.04 0.510
H 0.614 -5.067 -1.666 -0.01 0.00 -0.01 0.470
H 1.301 -4.735 -3.244 0.02 0.01 0.02 0.518
H -0.987 -4.739 -3.662 0.01 -0.02 0.03 0.516
H -0.531 -3.036 -3.648 -0.02 -0.04 -0.01 -0.013
H -0.586 -4.357 -0.153 -0.03 -0.02 0.02 -1.064
H -1.941 -5.454 -0.474 -0.01 0.02 -0.02 0.440
H -2.599 -4.481 1.582 0.02 0.01 0.00 0.446
H -3.404 -3.408 0.451 0.00 -0.02 0.02 0.421
Br -3.528 -3.434 9.699 0.00 -0.01 0.01 -0.354
C -3.922 -2.007 8.476 0.00 -0.01 0.02 0.034
C -3.871 -2.222 7.104 0.03 -0.05 0.00 -0.527
C -4.133 -1.204 6.212 0.03 -0.08 -0.14 -0.330
C -4.493 0.122 6.654 -0.14 0.01 0.09 0.290
C -4.503 0.289 8.091 -0.03 0.04 0.03 -0.448
C -4.233 -0.734 8.961 0.00 0.00 0.02 -0.259
N -4.822 1.144 5.903 0.29 0.14 -0.08 -1.255
N -4.834 0.912 4.520 -0.05 -0.20 0.03 -0.360
C -3.704 0.983 3.892 0.00 0.18 0.01 0.249
C -2.400 1.248 4.462 -0.14 0.02 0.03 -1.094
C -1.295 1.368 3.667 0.01 -0.07 -0.02 0.270
C -1.297 1.223 2.265 0.27 0.00 0.17 -0.398
O -0.097 1.297 1.498 0.15 0.10 -0.07 -0.278
C -2.498 0.935 1.638 -0.36 -0.17 -0.14 -1.365
N -2.538 0.706 0.295 0.10 0.09 -0.10 1.223
C -3.676 0.377 -0.287 -0.03 0.00 0.03 -0.424
C -4.889 0.269 0.377 0.06 0.02 0.09 -1.455
C -4.870 0.490 1.759 -0.05 -0.03 -0.09 -0.684
C -3.705 0.810 2.422 0.00 -0.04 -0.09 1.437
H -3.615 -3.206 6.725 0.01 0.00 0.00 0.354
H -4.074 -1.405 5.150 -0.01 0.03 0.03 0.349
H -4.750 1.275 8.469 0.00 0.01 0.01 0.320
H -4.262 -0.555 10.031 0.01 0.00 0.00 0.341
H -2.317 1.366 5.532 -0.02 0.01 0.01 0.395
H -0.364 1.599 4.167 0.09 0.01 0.02 0.310
H -3.611 0.169 -1.358 -0.01 0.01 0.00 0.301
H -5.793 -0.002 -0.152 -0.01 0.00 0.00 0.372
H -5.764 0.399 2.364 0.00 -0.01 -0.01 0.402
C 2.024 1.689 3.420 -0.07 0.08 0.06 -1.596
Si 1.079 2.394 1.930 -0.03 -0.22 0.05 1.285
C 0.203 4.013 2.299 0.02 0.01 0.06 -1.339
C 2.554 2.881 0.814 -0.11 0.13 0.13 0.056
C 3.253 3.850 1.567 0.05 0.07 -0.04 -1.107
C 4.431 4.436 1.143 -0.02 -0.02 0.01 -0.819
C 4.962 4.058 -0.083 -0.01 -0.01 0.00 -0.793
C 4.292 3.108 -0.830 0.05 0.10 -0.07 -0.439
C 3.094 2.499 -0.422 0.10 -0.12 -0.13 0.852
Si 2.426 1.132 -1.624 -0.13 0.10 0.17 1.362
C 4.040 0.080 -1.814 -0.02 -0.02 -0.02 -1.519
C 2.486 2.133 -3.303 0.03 -0.11 -0.07 -1.238
H 2.128 2.426 4.221 0.00 0.03 0.02 0.483
H 3.023 1.379 3.115 0.02 -0.02 -0.02 0.387
H 1.511 0.827 3.842 0.02 -0.06 -0.01 0.347
H 0.753 4.635 3.008 -0.02 0.02 0.00 0.425
H -0.790 3.825 2.708 -0.01 -0.02 0.01 0.414
H 0.091 4.575 1.370 -0.02 0.01 -0.04 0.303
H 2.868 4.157 2.534 0.00 0.00 0.00 0.160
H 4.927 5.172 1.765 0.00 0.00 -0.01 0.375
H 5.889 4.493 -0.444 -0.01 0.00 0.00 0.380
H 4.716 2.820 -1.788 0.01 -0.01 0.00 0.212
H 4.797 0.588 -2.424 0.01 0.01 0.04 0.484
H 3.817 -0.877 -2.295 0.02 -0.02 -0.03 0.347
H 4.490 -0.130 -0.838 -0.02 0.00 0.02 0.348
H 3.247 1.708 -3.966 0.02 0.00 -0.02 0.415
H 2.744 3.184 -3.137 0.02 -0.01 -0.01 0.568
H 1.538 2.109 -3.844 -0.01 0.02 0.01 -0.046
N -2.101 5.593 -4.554 -0.03 -0.03 -0.10 -0.596
C -1.769 4.823 -3.439 0.03 0.00 0.06 0.915
C -0.447 4.493 -3.157 -0.04 -0.01 0.00 -0.625
C -0.185 3.673 -2.071 0.00 0.05 -0.04 -0.892
N -1.125 3.163 -1.281 0.18 0.02 0.12 0.226
C -2.384 3.497 -1.544 -0.04 -0.08 -0.01 -0.535
C -2.757 4.314 -2.599 -0.01 0.00 -0.02 -0.704
H -1.360 6.182 -4.897 0.00 0.02 0.02 0.218
H -2.981 6.077 -4.486 0.01 0.03 0.02 0.231
H 0.367 4.850 -3.777 0.01 0.01 -0.02 0.317
H 0.837 3.404 -1.831 -0.03 0.03 0.02 0.438
H -3.132 3.074 -0.882 -0.01 -0.03 0.02 0.294
H -3.803 4.544 -2.765 -0.01 0.01 -0.01 0.355
Br 1.715 -1.098 -5.395 0.00 0.03 -0.03 -0.145
C 0.282 0.161 -5.429 -0.05 -0.05 0.06 0.138
C -0.005 0.839 -6.605 0.00 0.03 0.06 -0.656
C -1.059 1.737 -6.561 -0.05 0.02 0.03 -0.409
C -1.767 1.910 -5.378 0.08 -0.03 -0.05 -0.846
C -1.386 1.169 -4.272 0.13 0.06 -0.11 -0.043
N -0.368 0.307 -4.304 -0.13 -0.09 0.03 0.274
H 0.580 0.670 -7.498 -0.01 0.02 -0.01 0.446
H -1.324 2.302 -7.447 0.00 0.01 0.00 0.379
H -2.582 2.615 -5.299 -0.01 0.03 -0.04 0.459
H -1.893 1.281 -3.318 0.00 -0.05 0.01 0.331

***

No. 4
41
Properties=species:S:1:pos:R:3:forces:R:3:mulliken_charge:R:1 method="wB97M-V/def2-TZVPD" mol_weight_da=288.35 smiles="CCOCCCNC(=O)c1c[nH]c2ccc(C)cc2c1=O" energy_ha=-956.9691 de_lowest_kcal_mol=24.9 lumo_energy_ev=0.25 e_homo_ev=-8.564
C -4.841 -0.856 -3.295 0.10 -0.26 0.36 -1.248
C -4.111 -1.931 -2.492 0.00 0.04 -0.24 0.118
O -4.702 -2.223 -1.235 -0.01 -0.13 -0.01 -0.449
C -4.775 -1.169 -0.303 0.01 0.28 0.18 -0.701
C -3.425 -0.557 0.082 -0.14 -0.49 -0.16 -0.400
H -2.987 -0.055 -0.783 0.04 0.07 0.01 0.230
C -2.442 -1.627 0.568 -0.19 0.05 -0.39 -0.946
N -1.097 -1.115 0.664 -0.04 0.08 0.32 -0.059
C -0.303 -1.033 -0.415 0.14 0.07 0.27 0.440
O -0.608 -1.459 -1.521 -0.11 -0.13 -0.34 -0.759
C 1.027 -0.390 -0.177 0.02 0.04 -0.04 -0.419
C 1.907 -0.436 -1.215 -0.20 -0.05 0.09 -0.301
N 3.134 0.110 -1.170 0.04 -0.14 -0.36 0.001
C 3.574 0.778 -0.054 -0.07 0.25 0.66 0.058
C 4.844 1.357 -0.015 0.08 0.03 0.00 -0.984
C 5.262 2.027 1.110 -0.14 -0.14 -0.18 -0.584
C 4.434 2.142 2.234 -0.21 -0.07 0.06 0.630
C 3.183 1.565 2.192 0.18 0.05 -0.08 -0.458
C 2.730 0.879 1.061 0.28 0.04 -0.18 0.374
C 1.387 0.278 1.063 0.03 -0.09 -0.19 1.308
O 0.655 0.360 2.051 0.09 0.08 0.10 -0.884
H 2.511 1.627 3.035 -0.05 0.01 0.08 0.430
C 4.917 2.881 3.443 0.04 0.01 -0.01 -1.461
H 5.832 2.430 3.824 0.05 0.01 0.09 0.339
H 5.138 3.917 3.190 0.02 0.08 0.06 0.333
H 4.168 2.867 4.230 -0.01 0.03 0.08 0.354
H 6.245 2.473 1.132 0.11 0.04 -0.03 0.438
H 5.491 1.275 -0.877 0.08 0.00 -0.08 0.341
H 3.752 0.042 -1.966 -0.19 -0.02 0.12 0.213
H 1.613 -0.937 -2.127 0.01 0.00 -0.04 0.478
H -0.795 -0.624 1.502 0.12 -0.06 -0.17 0.254
H -2.744 -2.009 1.545 0.02 -0.04 -0.05 0.397
H -2.437 -2.450 -0.151 -0.05 0.04 0.19 0.383
H -3.588 0.192 0.859 0.00 0.07 -0.02 0.403
H -5.236 -1.627 0.577 -0.03 0.13 -0.03 0.389
H -5.442 -0.373 -0.666 0.01 -0.09 0.08 0.351
H -3.054 -1.660 -2.376 -0.05 -0.08 0.02 0.024
H -4.162 -2.884 -3.024 0.10 0.12 0.00 0.353
H -5.904 -1.083 -3.347 -0.11 0.01 -0.04 0.291
H -4.438 -0.829 -4.303 0.04 0.04 -0.12 0.431
H -4.713 0.127 -2.849 -0.01 0.13 -0.01 0.292